Computed, not measured: C45H56ClN7O5Ti as an isolated structure, with wB97M-V/def2-TZVPD.

XYZ file:
```
115
Properties=species:S:1:pos:R:3:forces:R:3:mulliken_charge:R:1
Ti -0.645 -0.107 1.076 -0.2670 0.7378 -0.0022 -1.56
C 1.217 -0.979 -5.827 -0.0316 -0.0053 0.0062 -1.77
C 0.459 -2.188 -5.264 0.0151 0.0282 0.0030 1.73
C -0.949 -2.248 -5.887 -0.0067 -0.0183 0.0158 -1.58
C 1.227 -3.459 -5.644 0.0271 -0.0004 -0.0011 -1.99
C 0.270 -2.053 -3.758 0.0216 -0.0212 -0.0222 -0.53
C 0.028 -0.860 -3.180 0.0375 0.0167 0.0505 -0.69
C -0.191 -0.812 -1.765 0.0232 -0.0677 -0.1204 0.45
N -0.439 0.199 -1.011 -0.0646 0.0169 0.0016 0.79
C -0.861 1.501 -1.313 0.1064 -0.1615 -0.0594 -0.42
C -0.481 2.307 -2.383 0.0349 0.0433 0.0250 -0.45
C -1.142 3.507 -2.565 0.0084 -0.0080 0.0116 -0.57
C -2.179 3.829 -1.675 -0.0071 0.0061 0.0136 -0.21
C -2.580 3.055 -0.588 0.0617 0.0124 0.0277 -0.62
C -1.859 1.875 -0.402 -0.0610 -0.0418 0.0381 1.09
O -2.083 0.961 0.597 0.2548 -0.0324 -0.0085 -0.27
C -3.737 3.455 0.325 -0.0149 0.0059 -0.0095 2.25
C -4.353 4.791 -0.095 -0.0072 0.0087 0.0002 -2.30
C -3.229 3.598 1.765 -0.0026 0.0068 0.0143 -1.53
C -4.831 2.379 0.261 0.0010 0.0047 -0.0072 -1.60
C -0.792 4.478 -3.689 0.0205 -0.0184 -0.0003 1.94
C 0.336 3.942 -4.571 -0.0012 -0.0052 -0.0001 -2.10
C -0.343 5.813 -3.076 -0.0022 0.0038 0.0004 -1.60
C -2.032 4.704 -4.567 -0.0076 0.0033 -0.0014 -1.59
C -0.306 -2.088 -0.974 -0.0452 -0.1332 0.0900 1.18
O -0.776 -1.971 0.186 -0.0187 -0.0610 0.1003 -0.57
C 0.039 -3.339 -1.589 0.0242 0.0497 -0.0106 -0.67
C 0.302 -3.260 -2.918 -0.0490 -0.0183 -0.0146 0.24
C 0.076 -4.635 -0.786 0.0063 -0.0005 0.0031 2.69
C 0.594 -5.792 -1.642 0.0126 -0.0070 0.0068 -2.33
C 1.019 -4.464 0.415 0.0037 -0.0170 0.0059 -1.54
C -1.342 -4.988 -0.308 0.0064 0.0107 0.0083 -1.38
H 1.368 -1.119 -6.897 -0.0002 -0.0003 -0.0015 0.48
H 0.666 -0.046 -5.706 -0.0105 0.0054 -0.0044 0.40
H 2.196 -0.870 -5.359 0.0023 -0.0024 0.0021 0.40
H -0.861 -2.371 -6.967 0.0011 -0.0044 -0.0012 0.45
H -1.523 -3.092 -5.499 -0.0030 -0.0025 0.0000 0.36
H -1.507 -1.332 -5.690 0.0028 0.0003 0.0014 0.33
H 1.409 -3.450 -6.718 0.0042 0.0011 -0.0015 0.48
H 2.198 -3.516 -5.147 -0.0030 -0.0022 0.0106 0.41
H 0.665 -4.369 -5.430 0.0024 -0.0011 -0.0208 0.43
H 0.006 0.055 -3.748 0.0031 0.0163 0.0031 0.70
H 0.344 2.017 -3.017 -0.0188 -0.0078 -0.0132 1.00
H -2.706 4.756 -1.848 0.0045 -0.0016 0.0088 0.69
H -3.634 5.610 -0.040 -0.0008 0.0004 0.0010 0.44
H -4.765 4.752 -1.104 -0.0023 0.0007 -0.0018 0.46
H -5.174 5.029 0.582 0.0013 -0.0014 0.0005 0.43
H -2.419 4.330 1.821 0.0027 0.0047 -0.0005 0.34
H -4.040 3.938 2.411 -0.0008 -0.0042 -0.0005 0.64
H -2.874 2.643 2.150 0.0071 -0.0108 0.0070 0.01
H -5.218 2.280 -0.754 0.0003 -0.0005 -0.0028 0.39
H -4.463 1.406 0.587 0.0024 -0.0070 0.0006 0.16
H -5.662 2.661 0.909 0.0030 0.0021 0.0009 0.45
H 1.260 3.792 -4.009 0.0006 0.0010 0.0024 0.37
H 0.059 3.003 -5.057 -0.0020 0.0006 0.0002 0.40
H 0.551 4.662 -5.361 -0.0022 0.0030 0.0003 0.47
H 0.543 5.679 -2.452 0.0006 -0.0016 0.0021 0.35
H -0.095 6.520 -3.869 0.0003 0.0012 -0.0009 0.46
H -1.126 6.263 -2.465 -0.0023 0.0015 -0.0002 0.32
H -2.377 3.767 -5.008 0.0001 -0.0029 -0.0003 0.36
H -2.858 5.140 -4.005 -0.0006 0.0012 -0.0022 0.34
H -1.789 5.391 -5.378 -0.0002 0.0010 -0.0005 0.47
H 0.545 -4.178 -3.430 -0.0057 0.0078 0.0108 0.45
H 1.595 -5.596 -2.032 0.0027 0.0018 0.0007 0.45
H 0.653 -6.688 -1.024 -0.0024 -0.0026 -0.0015 0.42
H -0.073 -6.019 -2.475 -0.0019 0.0048 -0.0022 0.48
H 2.035 -4.231 0.091 0.0024 0.0043 -0.0049 0.46
H 0.683 -3.675 1.088 -0.0135 -0.0075 -0.0010 -0.16
H 1.054 -5.395 0.982 0.0057 -0.0032 -0.0016 0.52
H -2.022 -5.107 -1.153 0.0001 -0.0005 -0.0040 0.39
H -1.315 -5.932 0.235 0.0009 0.0010 0.0067 0.48
H -1.750 -4.227 0.356 -0.0052 -0.0055 -0.0125 0.04
N 1.269 2.715 1.377 -0.0426 0.0019 0.0033 0.00
C 0.383 2.624 2.383 -0.0026 0.0038 -0.0164 -0.05
N 0.163 3.676 3.148 0.0028 0.0117 0.0279 -0.74
C -0.692 3.510 4.158 -0.0680 -0.0055 -0.0546 0.23
N -0.981 4.552 4.920 0.0182 0.0066 0.0290 -0.34
N -1.298 2.328 4.475 0.0098 -0.0058 0.0070 -0.67
C -1.075 1.372 3.627 0.0257 -0.0217 0.0376 -0.54
N -0.278 1.439 2.541 -0.0649 -0.2341 0.1308 1.04
C -1.730 0.053 3.843 -0.0253 0.1410 0.0104 0.97
C -2.399 -0.257 5.007 0.0147 0.0153 0.0125 -0.69
C -2.945 -1.527 5.144 0.0065 0.0098 0.0102 -0.68
C -2.811 -2.438 4.110 0.0030 0.0038 -0.0247 -0.88
C -2.144 -2.051 2.963 -0.0841 -0.0024 -0.0211 -0.33
N -1.614 -0.828 2.831 0.1042 -0.2820 -0.1671 1.03
H 1.775 3.589 1.347 -0.0018 0.0050 0.0026 0.35
H 1.826 1.890 1.178 0.0267 0.0057 -0.0198 0.08
H -0.537 5.437 4.744 0.0015 -0.0009 0.0025 0.27
H -1.600 4.443 5.705 0.0019 0.0001 0.0023 0.26
H -2.474 0.491 5.783 0.0071 -0.0002 0.0025 0.61
H -3.465 -1.801 6.052 -0.0078 0.0040 -0.0021 0.49
H -3.220 -3.436 4.180 0.0012 -0.0015 -0.0002 0.52
H -2.029 -2.720 2.120 0.0203 -0.0007 0.0137 0.47
C 5.330 -4.389 3.217 -0.0043 -0.0123 -0.0097 -1.30
C 5.483 -3.084 3.941 0.0040 0.0438 0.0418 0.81
C 6.536 -2.858 4.814 -0.0154 0.0095 -0.0088 -0.83
C 6.661 -1.647 5.480 0.0062 0.0035 -0.0034 0.14
Cl 7.986 -1.406 6.567 0.0102 0.0016 0.0112 -0.20
C 5.747 -0.632 5.278 0.0056 -0.0145 0.0060 -1.00
C 4.690 -0.835 4.400 -0.0033 0.0303 0.0311 -0.30
C 4.560 -2.053 3.758 0.0657 -0.0157 0.0067 0.79
O 3.535 -2.335 2.866 -0.0597 -0.0244 -0.0419 -0.41
C 2.314 -1.680 3.022 0.0140 0.0337 0.0394 -0.60
C 2.213 -0.470 2.102 0.1233 0.1109 -0.3546 0.73
O 3.002 0.430 2.049 -0.0206 0.0249 0.0363 -0.65
O 1.135 -0.492 1.286 -0.1726 -0.1219 0.0866 -0.38
H 6.124 -5.077 3.497 -0.0003 -0.0031 -0.0022 0.40
H 5.366 -4.244 2.136 -0.0002 -0.0020 0.0000 0.29
H 4.371 -4.856 3.449 0.0010 -0.0018 -0.0025 0.27
H 7.268 -3.637 4.985 0.0034 -0.0013 0.0021 0.39
H 5.866 0.315 5.785 0.0036 -0.0001 0.0052 0.43
H 4.009 -0.020 4.194 0.0176 -0.0490 0.0184 0.32
H 2.164 -1.327 4.049 -0.0034 -0.0114 0.0255 0.48
H 1.523 -2.389 2.773 0.0250 0.0178 -0.0180 0.19
```
Forces are in eV/Å.

HOMO level = -11.867 eV
Electronic energy = -103873.032 eV
Charge = +2
Gap between HOMO and LUMO = 0.1424 Ha
Energy relative to the best compared isomer or geometry (same formula, charge and spin) = 0.495 eV

Computed, not measured: C45H56IN6O4PPb as an isolated structure at a distorted geometry, with wB97M-V/def2-TZVPD.

XYZ file:
```
114
Properties=species:S:1:pos:R:3:forces:R:3:mulliken_charge:R:1
Pb 2.490 0.669 1.217 0.1836 0.3250 -0.0902 1.12
C 0.505 3.743 4.555 0.1518 0.6755 -0.2373 -1.17
C -0.243 2.462 4.403 -0.4821 1.2975 -0.0531 0.68
N -1.526 2.465 4.672 0.7549 1.0495 0.4937 -0.49
C -2.231 1.343 4.614 0.4521 -0.4330 -0.1146 -0.97
C -1.702 0.129 4.182 0.4211 -0.1459 -0.3981 0.54
C -2.711 -0.997 4.212 -1.0394 0.0295 -0.3569 -0.95
O -3.126 -1.205 5.547 0.2877 -0.1777 0.0752 -0.51
C -0.360 0.099 3.727 -1.4754 -0.8060 0.1546 1.15
C 0.171 -1.123 3.266 1.2118 -1.8975 -1.9120 -1.24
N 1.245 -1.311 2.484 -0.2215 0.4631 2.4121 1.14
C 1.889 -2.543 2.553 0.6769 -1.2163 -0.6882 0.63
C 1.675 -3.448 3.619 -1.1650 0.1582 -0.1469 -0.72
C 2.196 -4.719 3.656 -0.1041 0.4371 0.0591 -1.02
C 3.134 -5.076 2.699 0.4487 -0.2585 0.2646 -0.62
C 3.587 -4.178 1.746 -0.9442 0.4330 -0.4028 -0.76
C 2.899 -2.971 1.602 -0.2959 0.8165 0.2146 -0.24
I 5.061 0.272 2.618 -0.4421 -0.1376 -0.1023 -0.21
C 0.423 1.289 3.846 3.2096 1.4158 -1.1498 1.02
O 1.644 1.446 3.432 -3.0572 -1.2200 0.8515 -0.85
H -0.202 4.591 4.401 0.4980 -0.6633 0.0655 0.37
H 1.369 3.805 3.856 -0.6181 -0.0671 0.5130 0.22
H 0.903 3.874 5.582 -0.1649 -0.2890 -0.4144 0.36
H -3.266 1.421 4.924 -0.0966 -0.1132 -0.1088 0.57
H -2.406 -1.934 3.726 0.0248 0.2861 0.0226 0.36
H -3.648 -0.637 3.691 1.0504 -0.4532 0.3149 0.28
H -2.420 -1.652 6.037 -0.2205 0.0770 -0.0106 0.35
H -0.414 -2.019 3.529 0.3510 0.4271 0.0744 0.41
H 0.966 -3.149 4.385 0.2851 -0.0894 0.0893 0.64
H 1.882 -5.398 4.443 0.1981 0.0435 -0.1169 0.47
H 3.572 -6.063 2.734 0.0915 -0.0426 -0.0173 0.45
H 4.354 -4.488 1.053 -0.0470 0.2084 -0.0631 0.52
C -1.334 3.742 0.777 -0.2678 0.9341 -0.2285 -1.08
C -0.494 2.646 0.806 1.1554 -0.3033 0.3620 -0.57
N 0.822 2.695 0.613 -0.1010 0.3027 -0.1731 1.40
C 1.388 3.874 0.261 -1.1219 0.4771 -0.1926 -0.41
C 0.575 5.047 0.110 0.0919 -0.2027 0.0003 1.40
C -0.814 4.974 0.416 0.7978 -0.7089 -0.0784 -1.19
C 1.182 6.268 -0.343 1.2620 -0.2873 -0.2406 -1.13
C 2.533 6.317 -0.591 -1.1208 0.1566 0.1022 -0.99
C 3.386 5.181 -0.432 -0.6803 -0.4775 0.4707 1.32
C 4.783 5.263 -0.637 -0.2590 -0.0445 0.0818 -0.54
C 5.565 4.194 -0.282 -0.3191 -0.0726 -0.0660 -1.08
C 4.929 3.052 0.229 -0.4448 0.3494 -0.4307 -0.20
N 3.613 2.889 0.265 -0.0509 -0.0089 0.7001 0.34
C 2.808 3.951 0.009 1.0389 0.7194 -0.3998 -0.61
H -2.375 3.589 1.029 -0.0505 0.1731 -0.0934 0.61
H -0.884 1.674 1.047 -0.1965 -0.3810 -0.0175 0.45
H -1.416 5.874 0.344 -0.0305 -0.1319 0.0330 0.53
H 0.578 7.147 -0.530 -0.0551 -0.0597 0.2071 0.48
H 2.979 7.255 -0.886 0.0455 0.0487 -0.1537 0.44
H 5.201 6.190 -1.029 -0.0211 -0.2447 0.0970 0.46
H 6.638 4.176 -0.393 0.0584 0.1980 0.0986 0.45
H 5.525 2.269 0.656 0.1673 -0.4813 -0.1310 0.17
N 3.704 -0.037 -1.067 0.3035 -0.5488 -0.2732 -0.27
N 3.771 -1.391 -1.509 0.0903 0.0212 0.2091 -0.30
C 3.586 -2.473 -0.680 -0.4114 -1.2597 -0.5857 -0.01
O 3.707 -3.625 -1.070 -0.0623 2.3599 1.1800 -0.60
O 3.162 -2.047 0.589 0.2598 -0.7122 -0.4437 0.31
H 3.401 0.564 -1.843 0.1399 -0.4252 0.3535 0.30
H 4.622 0.269 -0.732 -0.0995 -0.0290 -0.2902 0.32
H 4.276 -1.643 -2.365 -0.2762 0.4189 0.4295 0.29
C -5.563 -1.062 -0.554 -0.3592 -0.2164 0.2446 -0.76
C -4.897 0.323 -0.801 -0.6225 0.8064 -0.5538 -1.06
C -3.343 0.336 -0.727 0.0569 -0.2945 0.3329 0.18
C -2.721 -1.023 -1.198 -0.4884 0.5586 -0.4071 0.45
C -3.253 -2.206 -0.343 0.2809 -0.3070 0.2225 -0.40
C -4.669 -2.018 0.255 -0.1125 0.2180 0.5072 -0.61
P -0.843 -0.883 -1.214 -0.1654 -0.5319 -2.1994 0.70
C -0.231 -2.581 -1.904 0.2560 0.0349 0.5944 0.18
C -0.913 -3.233 -3.154 -0.1454 0.6333 -0.1561 -0.52
C -0.680 -4.768 -3.267 -0.3549 -0.6868 -0.5124 -0.86
C 0.599 -5.271 -2.581 0.6221 0.9793 -0.2549 -0.80
C 0.646 -4.884 -1.087 0.2067 -0.4194 0.6334 -0.43
C -0.117 -3.576 -0.727 -0.3732 -0.1853 0.2624 0.18
C -0.499 0.125 -2.877 -0.1941 -0.3627 0.6263 -0.38
C -0.086 1.549 -2.486 -0.6147 0.5836 -0.2702 1.07
C -0.099 2.586 -3.646 1.0340 -0.5309 0.1754 -0.98
C -1.429 2.671 -4.399 -0.8640 0.5954 -0.4297 -0.96
C -2.322 1.407 -4.233 -0.7212 -0.0759 0.1482 -0.46
C -1.537 0.102 -4.038 0.4920 -0.5074 -0.3817 -1.02
H -5.840 -1.575 -1.497 0.2825 0.4419 0.3056 0.36
H -6.527 -0.955 0.008 0.7791 0.1126 -0.5636 0.43
H -5.291 1.069 -0.074 0.2878 -0.5397 -0.2562 0.45
H -5.246 0.752 -1.790 0.5008 -0.6733 0.8878 0.21
H -3.027 0.549 0.320 -0.1427 -0.3715 -0.3203 -0.23
H -2.939 1.199 -1.289 -0.1940 -0.4894 0.0209 -0.11
H -3.048 -1.170 -2.256 0.1783 0.0589 0.7779 0.20
H -2.542 -2.384 0.494 -0.3587 0.0014 -0.3718 -0.09
H -3.266 -3.136 -0.944 0.2218 0.4922 0.1555 0.15
H -4.593 -1.670 1.311 0.0155 0.0577 -0.6122 -0.02
H -5.183 -2.992 0.341 0.3170 0.3241 -0.1305 0.47
H 0.816 -2.341 -2.180 -0.3146 0.0370 0.0067 0.36
H -0.530 -2.715 -4.075 -0.2750 -0.4732 0.8017 0.31
H -2.010 -3.047 -3.151 0.6208 -0.0799 0.0815 0.04
H -0.642 -5.037 -4.354 -0.0452 0.2162 0.8483 0.45
H -1.552 -5.342 -2.869 0.5074 0.5523 -0.1108 0.31
H 1.471 -4.802 -3.095 -0.4532 -0.1957 0.2735 0.24
H 0.752 -6.350 -2.712 -0.2585 0.2528 0.0724 0.49
H 1.701 -4.841 -0.735 -0.6520 0.1293 -0.3855 -0.09
H 0.205 -5.702 -0.491 0.0166 0.2626 -0.2189 0.48
H 0.353 -3.070 0.153 -0.1870 -0.3339 -0.6043 -0.99
H -1.142 -3.832 -0.383 0.5657 0.0390 -0.2480 0.52
H 0.377 -0.434 -3.235 -0.0011 0.2571 0.0593 0.80
H 0.916 1.500 -2.035 -0.2403 0.2380 0.1203 -0.15
H -0.799 1.944 -1.732 0.4294 -0.2757 -0.1191 -0.58
H 0.711 2.303 -4.349 -0.3206 0.1630 0.2228 0.40
H 0.200 3.556 -3.205 -0.1932 -0.2958 -0.3579 0.36
H -1.265 2.881 -5.488 0.0635 -0.3696 0.9104 0.35
H -2.007 3.568 -4.062 0.3727 -0.7257 -0.0912 0.32
H -2.954 1.269 -5.135 0.3135 0.2103 0.4801 0.53
H -3.059 1.531 -3.391 0.7674 -0.0045 -0.6354 -0.18
H -0.989 -0.144 -4.992 -0.3916 0.3644 0.8403 0.53
H -2.217 -0.754 -3.903 0.0898 0.4130 -0.1701 0.30
```
Forces are in eV/Å.

HOMO level (alpha / beta) = -12.846 / -12.851 eV
Electronic energy = -87325.913 eV
Charge = +2
Gap between HOMO and LUMO (alpha / beta) = 0.1138 / 0.1140 Ha
Energy relative to the best compared isomer or geometry (same formula, charge and spin) = 0.518 eV